(1)
Here is the molecule C5H9NO2 from OMol25. Energies are from ωB97M-V with the def2-TZVPD basis set.

Results
- structure (SMILES) = CC(=O)C[C@@H](N)C=O

XYZ file:
```
17
Properties=species:S:1:pos:R:3:mulliken_charge:R:1
C -1.980 0.229 0.931 -1.18
C -1.312 0.785 -0.301 0.61
O -2.035 1.344 -1.139 -0.59
C 0.206 0.903 -0.546 -0.54
C 0.685 -0.389 0.175 0.03
N 0.388 -1.645 -0.469 -0.61
C 2.192 0.007 -0.034 -0.16
O 2.931 0.346 0.882 -0.51
H -2.972 0.675 1.048 0.37
H -1.414 0.458 1.836 0.35
H -2.132 -0.844 0.795 0.32
H 0.365 0.849 -1.627 0.32
H 0.547 1.838 -0.094 0.33
H 0.541 -0.390 1.255 0.39
H 1.045 -2.370 -0.180 0.27
H 0.364 -1.597 -1.487 0.24
H 2.582 -0.201 -1.045 0.35
```

(2)
Here is the ion C3H9N4S with charge +1 from OMol25. Energies are from ωB97M-V with the def2-TZVPD basis set.

Results
- structure (SMILES) = C/C=N\N(S)/C=N/[NH3+]
- charge = +1

XYZ file:
```
17
Properties=species:S:1:pos:R:3:mulliken_charge:R:1
C 2.084 -0.068 -1.807 -1.21
C 1.440 1.058 -1.042 0.19
N 0.736 0.914 -0.005 -0.55
N 0.502 -0.261 0.636 0.24
S 1.493 -1.676 0.978 -0.12
C -0.799 -0.379 0.889 0.09
N -1.676 0.507 0.468 -0.45
N -3.032 0.305 1.010 -0.19
H 1.493 -0.887 -1.941 0.42
H 2.968 -0.534 -1.408 0.37
H 2.396 0.263 -2.823 0.29
H 1.420 2.117 -1.404 0.40
H 2.336 -0.907 1.721 0.21
H -1.293 -1.337 1.380 0.20
H -3.735 0.558 0.240 0.38
H -3.131 0.958 1.829 0.38
H -3.200 -0.628 1.277 0.34
```

(3)
Here is a cluster of 4 separate species, C3H15N2O3 in total from OMol25. Energies are from ωB97M-V with the def2-TZVPD basis set.

Results
- spin multiplicity = 2

XYZ file:
```
23
Properties=species:S:1:pos:R:3:lowdin_spin:R:1
C 0.599 -0.393 -2.540 0.01
C -0.522 0.523 -2.197 0.01
N 0.580 2.016 0.917 0.19
C -0.201 1.353 -0.026 0.52
N -0.105 1.693 -1.358 0.17
H 1.534 0.104 -2.796 0.00
H 0.881 -1.131 -1.784 0.00
H 0.377 -0.947 -3.456 0.00
H -0.979 1.013 -3.176 0.00
H -1.260 0.016 -1.594 0.01
H 1.317 2.573 0.522 0.02
H 0.515 1.865 1.926 0.00
H -0.664 0.416 0.371 0.04
H 0.178 2.579 -1.720 0.01
H -0.388 -1.556 1.340 0.00
H -1.861 -1.316 1.670 0.00
O -1.003 -0.885 1.703 0.01
H -0.075 0.315 3.291 0.00
H 0.974 1.141 4.113 0.00
O 0.250 1.204 3.488 0.00
H -0.557 -3.888 0.004 0.00
H 0.670 -3.481 0.655 0.00
O -0.259 -3.214 0.644 0.00
```

(4)
Here is the molecule C22H21NO3 from OMol25. Energies are from ωB97M-V with the def2-TZVPD basis set.

Results
- structure (SMILES) = CCN1C(=O)[C@@](O)(CC(=O)/C=C/C=C/c2ccccc2)c2ccccc21

XYZ file:
```
47
Properties=species:S:1:pos:R:3:mulliken_charge:R:1
C -2.778 -1.974 4.237 -1.08
C -3.221 -0.778 3.400 -0.82
N -2.096 -0.012 2.921 0.15
C -1.553 -0.183 1.690 -0.25
O -1.886 -0.994 0.854 -0.66
C -0.389 0.809 1.531 2.31
O 0.753 0.159 1.038 -0.74
C -0.848 1.973 0.601 -0.94
C -1.797 1.497 -0.489 0.34
O -2.990 1.709 -0.384 -0.63
C -1.253 0.777 -1.635 -0.36
C 0.049 0.609 -1.936 -0.10
C 0.499 -0.123 -3.079 -0.67
C 1.805 -0.300 -3.357 -0.22
C 2.370 -1.020 -4.477 0.98
C 1.593 -1.636 -5.464 -0.44
C 2.187 -2.309 -6.512 -0.60
C 3.569 -2.386 -6.604 -0.44
C 4.354 -1.783 -5.635 -0.51
C 3.763 -1.108 -4.586 -0.49
C -0.242 1.333 2.934 -0.43
C 0.686 2.183 3.488 -0.28
C 0.528 2.555 4.819 -0.83
C -0.548 2.095 5.558 -0.60
C -1.490 1.237 5.005 -0.72
C -1.321 0.856 3.689 0.04
H -2.198 -1.649 5.098 0.33
H -3.647 -2.524 4.586 0.39
H -2.163 -2.639 3.636 0.31
H -3.871 -0.117 3.980 0.42
H -3.762 -1.121 2.514 0.40
H 0.450 -0.550 0.453 0.50
H -1.388 2.706 1.204 0.49
H 0.043 2.441 0.185 0.47
H -2.011 0.362 -2.286 0.36
H 0.823 1.031 -1.309 0.36
H -0.268 -0.541 -3.716 0.24
H 2.532 0.135 -2.680 0.29
H 0.517 -1.586 -5.411 0.29
H 1.571 -2.778 -7.265 0.37
H 4.029 -2.914 -7.425 0.37
H 5.431 -1.839 -5.700 0.38
H 4.381 -0.640 -3.833 0.33
H 1.519 2.539 2.904 0.48
H 1.250 3.213 5.278 0.40
H -0.659 2.404 6.587 0.40
H -2.323 0.884 5.593 0.39
```

(5)
Here is a cluster of 10 separate species, C3H26O10 in total from OMol25. Energies are from ωB97M-V with the def2-TZVPD basis set.

Results
- structure (SMILES) = CC(C)O.O.O.O.O.O.O.O.O.O

XYZ file:
```
39
Properties=species:S:1:pos:R:3:mulliken_charge:R:1
C -12.020 -1.528 -0.023 -1.08
C -12.532 -2.470 1.060 0.63
C -12.042 -2.159 2.479 -1.32
O -13.981 -2.419 0.969 -0.52
H -10.905 -1.375 0.017 0.35
H -12.502 -0.559 0.095 0.11
H -12.252 -1.848 -1.047 0.33
H -12.089 -3.466 0.766 0.15
H -12.511 -1.276 2.849 0.28
H -11.005 -1.910 2.406 0.37
H -12.103 -2.984 3.126 0.42
H -14.389 -3.084 1.531 0.28
O -14.988 2.653 4.355 -0.74
H -14.905 3.516 3.929 0.30
H -14.428 2.051 3.830 0.46
O -15.386 0.238 0.462 -0.61
H -15.220 -0.640 0.866 0.31
H -16.233 0.198 0.049 0.24
O -13.285 3.847 6.506 -0.68
H -13.811 3.111 6.003 0.39
H -13.955 4.119 7.125 0.28
O -13.325 1.401 2.728 -0.65
H -13.362 1.803 1.830 0.36
H -12.555 1.604 3.230 0.33
O -17.919 2.135 1.961 -0.62
H -18.382 2.891 2.381 0.30
H -17.476 1.664 2.668 0.32
O -12.606 5.112 4.000 -0.65
H -11.686 5.233 3.809 0.28
H -12.698 4.661 4.842 0.35
O -11.250 1.615 5.081 -0.59
H -10.561 2.247 4.896 0.28
H -11.292 1.672 6.016 0.28
O -14.095 2.627 0.443 -0.68
H -14.713 1.872 0.388 0.39
H -13.927 3.023 -0.399 0.29
O -14.676 5.433 2.229 -0.67
H -14.692 4.638 1.701 0.32
H -13.885 5.356 2.787 0.39
```

(6)
Here is a cluster of 2 separate species, C7H15N in total from OMol25. Energies are from ωB97M-V with the def2-TZVPD basis set.

XYZ file:
```
23
Properties=species:S:1:pos:R:3:mulliken_charge:R:1
C -1.940 -0.924 -0.997 -0.75
C -2.087 -0.837 0.517 -0.51
C -1.739 0.456 1.244 -0.61
C -0.318 0.830 0.867 -0.68
N 1.836 1.435 -0.804 -0.49
C 1.825 0.243 -0.107 0.78
C 0.789 -0.006 0.745 -0.33
C 3.113 -0.555 -0.075 -1.24
H -1.877 -1.946 -1.331 0.30
H -2.825 -0.530 -1.493 0.31
H -1.127 -0.178 -1.112 -0.42
H -1.467 -1.660 0.901 0.27
H -3.157 -1.032 0.716 0.37
H -1.862 0.363 2.333 0.31
H -2.342 1.317 0.971 0.30
H -0.230 1.907 0.801 0.55
H -0.859 1.418 -1.542 0.20
H 2.411 1.355 -1.639 0.31
H 0.868 1.659 -1.123 0.03
H 0.875 -0.950 1.280 0.27
H 3.564 -0.658 -1.055 0.43
H 2.775 -1.553 0.212 0.32
H 3.773 -0.153 0.689 0.27
```

Record order is preserved below.
Strongest force on any atom: 4.95, 3.99, 3.92, 0.91, 2.86, 3.06 eV/Å
Record order is preserved below.
Calculated total energy: -401.10430, -736.53467, -458.42356, -1131.41548, -882.30361, -330.29159 a.u.
Record order is preserved below.
Energy above the lowest of the compared OMol25 structures with the same formula, charge and spin: 45.5, 97.8, 18.8, 38.4, 1.9, 110.6 kcal/mol